Here is C8H11ClN4 in the gas phase in a non-equilibrium geometry from the Open Molecules 2025 dataset. Energies are from ωB97M-V/def2-TZVPD.

```
24
Properties=species:S:1:pos:R:3:forces:R:3
Cl -2.243702 -1.285194 -1.961471 -0.57 -0.88 -0.31
C -2.121924 -1.046913 -0.243985 -0.31 0.25 -0.63
N -3.134113 -1.417167 0.500044 0.88 1.15 0.54
C -3.228255 -0.802837 1.725993 1.34 -1.02 -0.75
C -2.338034 0.194913 2.105674 -0.96 -1.08 -1.33
N -1.362261 0.496541 1.229142 2.08 1.27 0.97
C -1.062618 -0.151445 0.116290 -2.33 -0.34 -0.05
N -0.122101 0.234123 -0.864292 -0.99 0.35 3.04
C 0.739566 -0.714591 -1.499274 0.56 -1.29 -0.77
C 2.067193 -1.007450 -0.643778 -1.96 4.52 1.20
N 2.716928 0.425478 -0.536702 1.52 -2.55 1.85
C 1.905538 1.253732 0.305535 -2.10 3.10 -0.83
C 0.551511 1.494279 -0.538512 2.30 -1.77 -0.61
H -3.932016 -1.277859 2.363125 -0.77 0.20 0.59
H -2.532451 0.741902 3.051536 0.66 -0.07 -0.92
H 0.937933 -0.129356 -2.460062 0.61 -1.43 0.92
H 0.198278 -1.696845 -1.761124 0.88 1.62 0.48
H 2.746195 -1.455741 -1.280894 1.26 -2.04 -0.59
H 1.820914 -1.337339 0.450559 0.55 -0.19 -2.23
H 3.693699 0.368920 -0.060801 -2.18 -0.28 -1.21
H 1.512029 0.966641 1.352513 1.37 0.06 -1.22
H 2.439318 2.288341 0.212875 -1.05 -1.58 1.11
H 0.952247 1.813308 -1.517635 -0.62 0.69 0.43
H -0.203873 2.044558 -0.044755 -0.20 1.34 0.32
```
Positions in Å, forces in eV/Å.

Calculated values
- Highest occupied orbital energy: -8.280 eV
- ΔE to the lowest compared entry with this formula, charge and spin: 52.0 kcal per mole
- Frontier orbital gap: 8.8 eV
- SMILES string: Clc1nccnc1N1CCNCC1

Here is C4H8N2 in the gas phase in a non-equilibrium geometry from the Open Molecules 2025 dataset. Energies are from ωB97M-V/def2-TZVPD.

```
14
Properties=species:S:1:pos:R:3:forces:R:3
C 0.960397 0.218613 -0.483569 -0.39 1.38 1.22
C 1.435088 -0.659440 0.642502 -0.18 0.08 0.03
C -1.318574 0.100289 -0.483718 -0.89 0.17 0.34
C -2.097880 -0.941265 -0.402911 -0.18 -0.07 -0.01
N -0.540809 0.986851 0.001565 1.82 -2.30 -2.00
N -0.709328 2.246413 0.153642 -0.03 0.87 0.51
H 0.120944 2.633935 0.606099 0.04 -0.21 -0.23
H 0.852131 -0.301945 -1.432461 -0.40 0.17 0.17
H 1.553364 1.120271 -0.625277 0.07 -0.07 0.04
H -2.509043 -1.281843 0.543408 0.25 -0.11 0.09
H -2.428354 -1.464198 -1.290353 -0.13 0.10 -0.08
H 1.517301 -0.093235 1.572196 0.02 -0.05 -0.06
H 0.746539 -1.493323 0.797785 0.05 0.05 -0.02
H 2.418225 -1.071123 0.401093 -0.05 0.01 -0.02
```
Positions in Å, forces in eV/Å.

Calculated values
- Highest occupied orbital energy (alpha / beta): -7.635 / -7.634 eV
- ΔE to the lowest compared entry with this formula, charge and spin: 113.8 kcal per mole
- Frontier orbital gap (alpha / beta): 8.3 / 8.3 eV